# 1
The following is a DFT calculation (ωB97M-V/def2-TZVPD) of a 2-piece molecular cluster, C19H18BF3O6 overall in a non-equilibrium geometry.

```
47
Properties=species:S:1:pos:R:3:nbo_charge:R:1
F -3.407 1.531 -3.078 -0.32
F 4.970 -1.644 -1.446 -0.31
F 2.908 2.488 -2.568 -0.32
O 0.906 0.144 3.049 -0.68
O -1.712 -1.667 1.783 -0.66
O 2.378 -0.381 1.415 -0.67
O -0.542 1.760 -0.389 -0.71
O 0.078 2.000 1.768 -0.66
O -1.433 0.395 2.692 -0.68
C 2.941 -0.905 3.685 -0.71
C 0.178 -1.473 -1.586 0.21
C -3.949 -0.669 -2.373 -0.16
C 3.982 0.441 -2.016 -0.23
C 0.292 3.887 0.321 -0.71
C 1.394 -0.777 -1.767 -0.14
C -1.167 -1.129 -1.879 -0.17
C -2.139 -0.703 2.430 0.81
C 2.599 -1.502 -1.538 -0.14
C 2.052 -0.361 2.592 0.82
C -2.160 -2.117 -1.643 -0.07
C -2.986 0.301 -2.620 0.35
C -3.501 -1.910 -1.885 -0.23
C 3.833 -0.902 -1.672 0.39
C -1.632 0.111 -2.413 -0.07
C 2.815 1.148 -2.256 0.39
C 1.549 0.586 -2.158 -0.15
C -0.091 2.444 0.534 0.83
C -3.529 -0.679 3.009 -0.71
B -0.113 0.513 2.020 0.82
H 0.585 3.994 -0.720 0.22
H 0.690 1.204 -2.319 0.25
H -4.220 -2.707 -1.695 0.24
H -3.934 0.324 3.113 0.23
H -4.998 -0.456 -2.558 0.25
H -0.954 0.912 -2.618 0.23
H 1.088 4.237 0.971 0.23
H 4.959 0.917 -2.076 0.26
H 3.478 -1.757 3.278 0.22
H 0.311 -2.494 -1.213 0.23
H -3.510 -1.157 3.990 0.23
H 2.517 -2.537 -1.230 0.24
H 2.405 -1.194 4.583 0.23
H 3.688 -0.152 3.935 0.23
H -1.814 -3.068 -1.244 0.23
H -0.031 -0.211 0.951 -0.11
H -4.176 -1.280 2.374 0.22
H -0.599 4.498 0.467 0.24
```

Kohn-Sham gap = 5.193 eV
lowest unoccupied orbital energy = -3.26 eV
E_HOMO = -8.45 eV

=====

# 2
The following is a DFT calculation (ωB97M-V/def2-TZVPD) of C19H18BrFeO4S as an isolated structure in a non-equilibrium geometry.

```
44
Properties=species:S:1:pos:R:3:nbo_charge:R:1
Br -1.757 9.087 -5.298 0.25
Fe -0.375 1.138 0.678 -0.06
S 4.277 3.251 -2.765 0.89
O -0.886 3.283 2.633 -0.47
O -2.127 -0.595 2.055 -0.46
O 2.263 3.565 -4.872 -0.56
O -2.664 2.205 -0.745 -0.49
C -1.736 1.669 -0.249 0.60
C -0.800 6.411 -5.276 -0.21
C 0.503 0.927 -1.349 -0.25
C 2.785 4.197 -2.611 -0.46
C 0.596 7.969 -4.067 -0.16
C -1.260 -0.101 1.469 0.53
C 1.320 0.420 -0.294 -0.30
C 2.020 2.814 -0.087 -0.25
C 1.808 3.138 -1.445 -0.21
C -0.483 2.441 1.907 0.55
C 2.153 4.409 -3.965 0.25
C 4.952 3.716 -1.135 -0.75
C 1.150 2.016 -2.223 -0.49
C 1.882 1.500 0.468 -0.30
C 1.241 5.607 -4.188 0.17
C 0.114 5.395 -5.003 -0.22
C 1.509 6.928 -3.772 -0.28
C 5.479 4.233 -3.738 -0.76
C -0.544 7.720 -4.842 -0.04
H 2.450 7.141 -3.251 0.23
H 1.315 4.173 -1.584 0.23
H 6.444 3.688 -3.702 0.26
H 2.872 5.007 -1.860 0.25
H 4.192 3.515 -0.367 0.27
H 2.130 3.642 0.623 0.22
H 0.353 2.534 -2.774 0.23
H 5.618 5.242 -3.316 0.24
H 5.828 3.081 -0.932 0.26
H 0.772 8.990 -3.736 0.25
H -0.105 0.248 -1.961 0.24
H -1.686 6.193 -5.864 0.25
H 5.246 4.781 -1.137 0.24
H 1.767 1.539 -3.029 0.25
H -0.031 4.403 -5.434 0.26
H 5.144 4.301 -4.783 0.27
H 2.420 1.300 1.426 0.26
H 1.374 -0.642 0.035 0.27
```

Kohn-Sham gap (spin up / spin down) = 5.900 / 3.874 eV
spin multiplicity = 5
lowest unoccupied orbital energy (spin up / spin down) = -2.89 / -7.03 eV
net charge = +1
E_HOMO (spin up / spin down) = -8.79 / -10.90 eV

=====

# 3
The following is a DFT calculation (ωB97M-V/def2-TZVPD) of a 2-piece molecular cluster, C19H18BrN2O4 overall in a non-equilibrium geometry.

```
44
Properties=species:S:1:pos:R:3:nbo_charge:R:1
Br 5.163 0.827 3.996 0.04
O -2.292 -0.968 -1.816 -0.65
O -3.190 -0.397 2.373 -0.48
O -3.172 0.432 -0.255 -0.52
O -3.855 1.680 2.740 -0.47
N 0.180 -0.183 -1.076 -0.38
N -2.946 0.831 2.545 0.48
C 1.928 -1.238 -4.869 -0.22
C 2.574 1.785 3.274 -0.26
C -2.153 -0.144 -0.920 0.73
C 3.310 -1.484 -4.897 -0.26
C 3.386 0.647 3.378 -0.10
C -5.503 0.417 0.262 -0.64
C 2.875 -0.625 3.057 -0.24
C -1.607 1.183 2.495 -0.21
C 0.721 0.387 2.507 -0.09
C 1.452 -0.251 -1.250 -0.08
C 3.456 -0.924 -2.545 -0.25
C 1.558 -0.751 2.630 -0.17
C 1.300 -0.862 -3.679 -0.23
C 1.248 1.648 2.868 -0.12
C 4.069 -1.327 -3.728 -0.22
C 2.064 -0.684 -2.499 0.04
C -4.463 -0.080 -0.692 -0.07
C -0.663 0.266 2.065 -0.11
C -0.812 0.342 -0.464 -0.22
H -1.369 2.215 2.759 0.20
H -5.538 1.509 0.272 0.21
H -5.287 0.070 1.273 0.25
H 2.963 2.765 3.529 0.22
H -6.488 0.049 -0.035 0.19
H 2.148 -0.008 -0.428 0.13
H -0.784 1.319 0.066 0.19
H 0.222 -0.698 -3.641 0.24
H -4.637 0.302 -1.705 0.17
H 0.606 2.530 2.812 0.21
H 1.137 -1.732 2.395 0.23
H -4.439 -1.175 -0.710 0.19
H 3.797 -1.799 -5.822 0.20
H -0.987 -0.720 1.724 0.27
H 4.032 -0.791 -1.628 0.20
H 3.505 -1.502 3.163 0.22
H 5.146 -1.517 -3.741 0.20
H 1.342 -1.343 -5.783 0.20
```

Kohn-Sham gap = 4.578 eV
lowest unoccupied orbital energy = 1.80 eV
net charge = -1
E_HOMO = -2.77 eV

=====

# 4
The following is a DFT calculation (ωB97M-V/def2-TZVPD) of a 3-piece molecular cluster, C19H18BrN2O9 overall in a non-equilibrium geometry.

```
49
Properties=species:S:1:pos:R:3:nbo_charge:R:1
Br -2.900 -1.033 1.560 0.05
O 3.654 -3.992 1.317 -0.63
O 1.553 -2.422 2.036 -0.56
O 1.262 6.845 3.108 -0.62
O 0.868 3.552 -0.219 -0.57
O -1.561 4.478 -1.064 -0.64
O -2.196 -0.291 -3.793 -0.65
O -1.490 -6.003 1.966 -0.62
O -1.191 7.711 2.328 -0.50
O 0.625 -7.587 1.332 -0.50
N 0.042 0.001 -4.446 -0.18
N 1.289 -0.203 -4.056 -0.25
C 0.607 6.227 2.096 0.32
C -0.909 5.079 -0.028 0.29
C -0.555 -1.109 -2.136 0.08
C -0.033 -4.166 2.015 -0.40
C -0.818 -0.461 -3.473 0.46
C 1.790 -0.805 -2.918 0.06
C -1.737 -1.514 -1.171 -0.49
C 0.916 -1.341 -1.808 -0.18
C 1.138 5.177 1.463 -0.38
C -0.731 6.766 1.718 0.47
C 1.312 -3.607 1.864 0.47
C 0.858 -6.402 1.473 0.46
C -1.567 0.972 -0.187 -0.67
C 2.200 -5.838 1.298 -0.35
C -0.251 -5.471 1.832 0.32
C -1.565 -0.598 0.160 -0.24
C -1.441 6.125 0.606 -0.34
C 2.416 -4.533 1.478 0.28
C 0.418 4.523 0.370 0.48
H -0.828 -3.480 2.278 0.25
H -1.385 -6.958 1.786 0.51
H 3.548 -3.041 1.505 0.50
H -1.716 1.211 -1.288 0.20
H 2.918 -0.906 -2.800 0.27
H -1.694 -2.618 -0.866 0.27
H -2.248 0.545 -4.319 0.51
H -2.440 1.432 0.377 0.26
H -2.775 -1.315 -1.583 0.27
H 2.107 4.775 1.729 0.25
H -2.403 6.537 0.330 0.25
H -0.558 1.423 0.110 0.25
H -0.979 3.752 -1.354 0.49
H -0.505 -0.832 0.540 0.22
H 1.993 0.155 -4.730 0.45
H 0.672 7.567 3.398 0.51
H 1.297 -1.806 -0.855 0.29
H 2.992 -6.520 1.021 0.25
```

Kohn-Sham gap = 6.370 eV
lowest unoccupied orbital energy = -5.40 eV
net charge = +1
E_HOMO = -11.77 eV

=====

# 5
The following is a DFT calculation (ωB97M-V/def2-TZVPD) of a 2-piece molecular cluster, C19H18BrN4O2 overall in a non-equilibrium geometry.

```
44
Properties=species:S:1:pos:R:3:nbo_charge:R:1
Br 0.741 2.524 -1.411 0.04
O -0.817 -0.540 6.075 -0.51
O -1.778 -1.197 0.864 -0.54
N 2.265 0.503 -4.510 -0.12
N 2.476 -1.548 -5.118 -0.42
N 3.473 -0.873 -2.952 -0.85
N 1.631 0.431 -5.665 -0.33
C -2.370 -2.741 5.331 -0.15
C -1.868 -1.826 4.412 -0.15
C -0.296 1.045 1.620 -0.19
C 2.806 -0.661 -4.094 0.57
C 0.409 2.155 2.061 -0.20
C 2.224 1.840 -3.856 -0.27
C 0.757 2.059 -3.335 -0.25
C 0.616 2.354 3.423 -0.19
C -0.566 0.315 3.902 -0.14
C -2.136 -1.986 3.051 -0.06
C -0.097 3.051 -4.171 -0.64
C -3.151 -3.801 4.896 -0.18
C 1.775 -0.892 -6.031 0.25
C 0.135 1.433 4.341 -0.15
C -1.584 -1.034 2.055 0.51
C -3.434 -3.951 3.542 -0.19
C -0.795 0.128 2.539 -0.06
C -2.925 -3.048 2.621 -0.17
C -1.062 -0.675 4.894 0.55
H 2.940 1.878 -3.006 0.27
H -4.052 -4.774 3.205 0.22
H -3.544 -4.511 5.614 0.22
H -2.156 -2.626 6.386 0.24
H 1.156 3.228 3.768 0.22
H 4.396 -0.463 -2.853 0.43
H 0.272 4.093 -4.107 0.24
H 1.322 -1.249 -6.965 0.25
H -3.145 -3.171 1.568 0.24
H -0.461 0.896 0.562 0.23
H 0.235 1.075 -3.383 0.22
H 1.134 1.140 -6.194 0.46
H -0.134 2.788 -5.260 0.19
H 2.567 2.635 -4.558 0.24
H -1.149 2.949 -3.823 0.25
H 3.094 -1.413 -2.181 0.45
H 0.303 1.588 5.400 0.25
H 0.795 2.873 1.344 0.20
```

Kohn-Sham gap = 7.646 eV
lowest unoccupied orbital energy = -3.72 eV
net charge = +1
E_HOMO = -11.36 eV

=====

# 6
The following is a DFT calculation (ωB97M-V/def2-TZVPD) of one molecule with the formula C19H18BrNO3 in a non-equilibrium geometry.

```
42
Properties=species:S:1:pos:R:3:nbo_charge:R:1
Br 3.524 -2.559 2.082 0.05
O -2.422 -1.166 1.231 -0.50
O 3.825 2.449 0.377 -0.56
O 1.657 1.641 0.999 -0.57
N -6.225 -3.754 -3.855 -0.30
C -5.328 -1.927 -0.906 -0.14
C 0.739 -3.113 1.770 -0.23
C -0.153 -0.507 1.426 -0.20
C -3.434 -3.018 -1.894 -0.12
C -4.519 -1.449 0.151 -0.28
C -2.641 -2.529 -0.842 -0.32
C 1.219 -0.733 1.591 -0.06
C -1.091 -1.531 1.444 0.27
C 3.155 3.357 -1.745 -0.42
C 3.657 2.130 -1.021 -0.07
C 2.200 0.425 1.589 -0.09
C 2.577 2.769 1.070 0.38
C 1.906 3.954 0.387 -0.44
C 1.776 3.666 -1.138 -0.40
C -4.794 -2.722 -1.943 -0.21
C 1.669 -2.076 1.752 -0.06
C -5.627 -3.224 -3.000 0.28
C -0.648 -2.841 1.676 -0.26
C -3.149 -1.733 0.189 0.40
H 2.799 3.017 2.111 0.17
H 3.840 4.201 -1.575 0.21
H 1.072 2.883 -1.311 0.21
H -0.540 0.491 1.313 0.24
H 1.116 -4.127 1.906 0.24
H -4.914 -0.785 0.949 0.24
H 0.895 4.116 0.808 0.22
H -6.389 -1.623 -0.956 0.23
H -1.592 -2.738 -0.836 0.23
H 3.117 3.152 -2.847 0.21
H 2.560 4.788 0.562 0.21
H 3.044 0.127 0.990 0.20
H 1.384 4.548 -1.683 0.21
H -2.981 -3.622 -2.691 0.23
H -1.400 -3.634 1.798 0.23
H 4.614 1.785 -1.385 0.19
H 2.961 1.321 -1.153 0.17
H 2.542 0.591 2.608 0.19
```

Kohn-Sham gap = 9.444 eV
SMILES = N#Cc1ccc(Oc2ccc(Br)c(CO[C@@H]3CCCCO3)c2)cc1
lowest unoccupied orbital energy = 0.41 eV
E_HOMO = -9.04 eV